Entry 1:
An isolated molecule of C3H5NS3, computed with ωB97M-V/def2-TZVPD.

Last column: Mulliken charge in e.
CARTESIAN COORDINATES (ANGSTROEM)
S: -1.308 2.007 -1.042  -0.21
C: -0.078 0.687 -1.302  -0.92
C: 0.773 0.334 -0.096  0.03
S: 1.622 -1.155 -0.302  -0.14
C: 0.572 -1.998 0.824  -0.03
N: -0.438 -1.419 1.396  -0.35
S: -0.595 0.138 1.161  0.03
H: -2.422 1.126 -0.575  0.18
H: -0.434 -0.232 -1.856  0.33
H: 0.570 1.029 -2.110  0.38
H: 1.517 1.144 0.231  0.40
H: 0.741 -3.120 0.926  0.31

Properties
SMILES ... SC[C@@H]1SC=NS1
ΔE to the lowest compared entry with this formula, charge and spin ... 128.00 kJ/mol
HOMO ... -0.295 hartree

Entry 2:
A cluster of 4 separate species, C5H17N5O2 in total, computed with ωB97M-V/def2-TZVPD.

Last column: Mulliken charge in e.
CARTESIAN COORDINATES (ANGSTROEM)
C: 1.029 1.081 1.454  -0.41
C: 2.186 1.442 2.002  0.02
C: -2.278 0.259 2.905  -1.15
C: -1.294 0.965 2.036  0.92
C: 4.950 2.006 -0.586  0.37
N: -1.699 1.883 1.171  -0.32
N: 3.901 2.418 -1.156  -0.67
N: 5.745 1.265 -0.178  -0.29
N: -0.512 3.830 -0.316  -0.93
N: -3.861 -8.628 -4.395  -0.67
O: -0.111 0.535 2.241  -0.27
O: 3.275 1.778 1.328  -0.41
H: 0.612 1.395 0.455  0.30
H: 2.507 0.841 2.884  0.32
H: -1.713 -0.523 3.440  0.29
H: -2.654 1.032 3.529  0.38
H: -3.069 -0.074 2.177  0.35
H: -2.727 1.982 1.269  0.26
H: -1.131 2.604 0.641  0.44
H: 3.089 2.078 0.430  0.39
H: 4.120 2.859 -2.005  0.22
H: -3.359 -8.003 -3.650  0.41
H: 6.571 1.048 0.466  0.34
H: -1.170 3.682 -1.129  0.30
H: -0.742 4.833 -0.294  0.28
H: 0.494 3.749 -0.620  0.25
H: -4.713 -8.070 -4.782  0.42
H: -3.198 -8.631 -5.211  0.40
H: -4.246 -9.637 -4.108  0.43

Properties
ΔE to the lowest compared entry with this formula, charge and spin ... 152.91 kJ/mol
Total charge ... +2
HOMO ... -0.506 hartree

Entry 3:
An isolated molecule of C2H6N4OS, computed with ωB97M-V/def2-TZVPD.

Last column: Mulliken charge in e.
CARTESIAN COORDINATES (ANGSTROEM)
H: -1.598 -0.299 -1.104  0.29
N: -1.699 -1.382 -1.290  -0.69
C: -1.267 -2.040 -0.182  0.17
N: -0.570 -1.252 0.843  -0.22
S: -0.645 0.399 0.859  -0.19
C: 0.918 1.025 0.436  0.48
N: 1.382 2.107 1.042  -0.70
H: 0.956 2.313 1.918  0.27
N: 1.597 0.424 -0.650  -0.22
O: 0.829 0.359 -1.811  -0.43
H: -1.323 -3.180 -0.022  0.29
H: -0.196 -1.833 1.626  0.24
H: 2.284 1.188 -0.762  0.34
H: 0.685 -0.626 -2.047  0.36

Properties
SMILES ... [H]/N=C\NS/C(=N\[H])NO
ΔE to the lowest compared entry with this formula, charge and spin ... 429.35 kJ/mol
HOMO ... -0.347 hartree

Entry 4:
A cluster of 2 separate species, CH8Si2 in total, computed with ωB97M-V/def2-TZVPD.

Last column: Mulliken charge in e.
CARTESIAN COORDINATES (ANGSTROEM)
C: 0.695 0.320 -0.101  -0.63
Si: -0.870 0.983 -0.973  0.37
Si: 0.301 -1.129 1.072  0.39
H: 1.816 -0.082 -1.449  0.20
H: 1.293 0.944 0.583  0.28
H: -1.884 -0.197 -1.060  -0.10
H: -1.423 2.025 0.051  -0.07
H: -0.579 1.524 -2.287  -0.11
H: 1.528 -1.625 1.479  -0.13
H: -0.062 -0.820 2.457  -0.09
H: -0.816 -1.942 0.227  -0.10

Properties
ΔE to the lowest compared entry with this formula, charge and spin ... 342.36 kJ/mol
HOMO ... -0.374 hartree

Entry 5:
A cluster of 3 separate species, C36H38BBrIN2O13P3 in total, computed with ωB97M-V/def2-TZVPD.

Last column: Mulliken charge in e.
CARTESIAN COORDINATES (ANGSTROEM)
C: -5.105 -0.332 0.461  -1.28
C: -4.125 -1.374 1.063  -0.33
C: -2.905 -0.727 1.807  -1.19
C: -1.685 -1.656 1.610  -0.45
C: -0.704 -1.270 0.708  0.71
C: 0.417 -2.119 0.473  0.39
C: 0.539 -3.304 1.173  0.50
B: 1.874 -4.176 0.883  0.76
C: 3.078 -3.967 1.920  -0.92
O: 2.007 -5.010 -0.200  -0.03
C: -0.460 -3.691 2.129  0.29
P: -0.302 -5.267 3.095  -0.04
O: 1.210 -5.331 3.772  -0.48
I: -0.387 -7.060 1.383  -0.16
C: -1.594 -2.884 2.357  0.58
P: -2.971 -3.204 3.546  0.58
C: -2.771 -2.266 5.134  -1.20
C: -3.357 -4.992 3.807  -1.21
C: 1.406 -1.621 -0.555  -1.12
O: 1.907 -2.291 -1.428  -0.48
C: 1.710 -0.120 -0.454  0.80
C: 3.002 0.369 -0.583  0.04
Br: 4.494 -0.797 -0.905  -0.09
C: 3.220 1.755 -0.451  0.50
C: 4.639 2.327 -0.558  -1.76
P: 5.636 1.906 0.938  1.00
O: 5.821 3.114 1.758  -0.73
O: 4.864 0.802 1.849  -0.39
O: 7.069 1.342 0.407  -0.48
C: 2.130 2.584 -0.198  0.86
O: 2.375 3.935 -0.084  -0.70
C: 0.816 2.100 -0.053  0.23
C: -0.360 3.011 0.268  -1.67
C: -1.058 3.413 -1.112  1.19
C: -1.934 4.785 -1.020  -1.78
O: -2.431 3.289 -1.147  -0.38
C: 0.616 0.724 -0.199  0.26
C: -0.750 0.050 -0.061  -0.84
O: -1.751 0.518 -0.556  -0.56
H: -4.718 0.020 -0.506  0.25
H: -6.084 -0.827 0.346  0.40
H: -5.280 0.505 1.156  0.32
H: -3.715 -2.036 0.285  0.40
H: -4.696 -2.000 1.760  0.29
H: -3.162 -0.644 2.877  0.36
H: -2.705 0.292 1.461  0.10
H: 3.875 -3.344 1.468  0.27
H: 2.746 -3.408 2.813  0.24
H: 3.474 -4.937 2.260  0.27
H: 1.778 -5.927 -0.001  0.04
H: 1.372 -4.584 4.364  0.32
H: -2.959 -2.853 6.044  0.43
H: -3.530 -1.465 5.121  0.32
H: -1.804 -1.742 5.225  0.32
H: -3.340 -5.499 2.827  0.28
H: -4.385 -5.118 4.185  0.44
H: -2.666 -5.495 4.499  0.38
H: 5.098 1.917 -1.470  0.50
H: 4.581 3.420 -0.618  0.43
H: 5.298 0.747 2.712  0.31
H: 7.470 0.765 1.072  0.33
H: 1.578 4.387 -0.392  0.31
H: -1.170 2.518 0.814  0.29
H: -0.027 3.958 0.704  0.63
H: -0.488 3.242 -2.046  0.58
H: -2.895 5.048 -1.492  0.64
H: -1.357 5.128 -1.955  0.16
O: -2.875 9.010 -3.049  -0.61
N: -2.866 8.434 -1.980  0.98
O: -3.232 7.288 -1.807  -0.58
C: -2.384 9.171 -0.806  0.13
C: -1.993 10.492 -0.946  -0.42
C: -1.560 11.189 0.170  -0.43
C: -1.519 10.562 1.409  -0.40
C: -1.905 9.234 1.533  -0.54
C: -2.342 8.531 0.421  -0.18
H: -2.023 10.984 -1.908  0.44
H: -1.257 12.224 0.076  0.37
H: -1.185 11.111 2.281  0.37
H: -1.869 8.747 2.499  0.38
H: -2.644 7.497 0.522  0.46
O: 1.714 -5.097 -2.393  -0.53
N: 2.395 -5.844 -3.058  1.09
O: 3.449 -6.337 -2.690  -0.63
C: 1.923 -6.182 -4.412  0.05
C: 0.752 -5.614 -4.879  -0.23
C: 0.320 -5.914 -6.162  -0.52
C: 1.057 -6.779 -6.960  -0.42
C: 2.226 -7.350 -6.475  -0.42
C: 2.665 -7.051 -5.193  -0.39
H: 0.174 -4.940 -4.262  0.44
H: -0.592 -5.472 -6.542  0.37
H: 0.721 -7.008 -7.963  0.38
H: 2.799 -8.026 -7.097  0.37
H: 3.577 -7.495 -4.821  0.44

Properties
SMILES ... CCCc1c2c(c(B(C)O)c(P(O)I)c1P(C)C)C(=O)c1c(Br)c(CP(=O)(O)O)c(O)c(C[C@@H]3CO3)c1C2=O.O=[N+]([O-])c1ccccc1.O=[N+]([O-])c1ccccc1
HOMO ... -0.280 hartree

The lowest HOMO belongs to which entry?
C5H17N5O2